Entry 1:
Here is a cluster of 2 separate species, C5H7BN2O in total in a non-equilibrium geometry from the OMol25 dataset. Energies are from ωB97M-V with the def2-TZVPD basis set.

As for the HOMO energy: -8.53 eV. The value obtained for the total energy is -11000.657 eV. Its max |F| is 3.64 eV/A. As for the orbital gap: 8.4 eV. The value obtained for the LUMO energy is -0.16 eV.

Geometry as ORCA input:
```
! RIJCOSX wB97M-V def2-TZVPD def2/J DEFGRID3
* xyz 0 1
C 1.31 -1.14 0.63
H 0.63 2.05 0.07
C 2.71 -1.03 0.56
C 0.56 -0.01 0.38
H 1.02 -2.22 0.57
H -1.59 1.91 0.84
H -3.88 -0.89 -0.13
C 3.25 0.20 0.15
H 3.24 -1.80 1.15
N -2.37 1.20 0.54
H -3.31 1.55 0.46
H 4.31 0.47 -0.09
C 1.21 1.15 0.05
N 2.48 1.27 -0.16
O -2.91 -1.10 -0.06
B -2.04 -0.15 0.31
*
```

Entry 2:
Here is a cluster of 2 separate species, C10H16NO in total in a non-equilibrium geometry from the OMol25 dataset. Energies are from ωB97M-V with the def2-TZVPD basis set.

As for the HOMO energy (spin up / spin down): -11.74 / -11.83 eV. The value obtained for the total energy is -14150.891 eV. Its max |F| is 5.30 eV/A. As for the orbital gap (spin up / spin down): 8.1 / 8.0 eV. The value obtained for the LUMO energy (spin up / spin down) is -3.68 / -3.85 eV.

Geometry as ORCA input:
```
! RIJCOSX wB97M-V def2-TZVPD def2/J DEFGRID3
* xyz 1 1
C 0.16 0.18 -0.14
H 1.80 3.02 0.41
H 0.74 -1.26 2.18
H -1.02 -1.68 2.53
C 1.23 2.36 -0.17
H -0.14 -2.46 -0.96
H 1.72 0.49 -2.59
H 1.74 1.89 -1.05
C -2.81 0.37 0.25
C -0.41 -1.04 0.53
H 0.64 1.41 1.51
H -2.36 2.49 -0.46
C -1.72 -0.66 -0.13
H 1.24 -1.30 -2.61
C 0.15 -2.39 0.04
C -2.19 1.45 -0.24
N 1.02 1.15 0.66
H -3.78 0.14 0.81
C -0.24 -1.07 2.02
H 2.60 -0.59 -1.43
H 0.31 2.78 -0.79
H -0.36 0.01 2.43
H 1.20 -2.55 0.27
C 1.67 -0.46 -2.00
C -1.09 0.62 -0.87
H 1.87 0.67 0.88
O -1.56 -0.44 -1.58
H -0.39 -3.16 0.48
*
```

Repeat the first record exactly.
Here is a cluster of 2 separate species, C5H7BN2O in total in a non-equilibrium geometry from the OMol25 dataset. Energies are from ωB97M-V with the def2-TZVPD basis set.

As for the HOMO energy: -8.53 eV. The value obtained for the total energy is -11000.657 eV. Its max |F| is 3.64 eV/A. As for the orbital gap: 8.4 eV. The value obtained for the LUMO energy is -0.16 eV.

Geometry as ORCA input:
```
! RIJCOSX wB97M-V def2-TZVPD def2/J DEFGRID3
* xyz 0 1
C 1.31 -1.14 0.63
H 0.63 2.05 0.07
C 2.71 -1.03 0.56
C 0.56 -0.01 0.38
H 1.02 -2.22 0.57
H -1.59 1.91 0.84
H -3.88 -0.89 -0.13
C 3.25 0.20 0.15
H 3.24 -1.80 1.15
N -2.37 1.20 0.54
H -3.31 1.55 0.46
H 4.31 0.47 -0.09
C 1.21 1.15 0.05
N 2.48 1.27 -0.16
O -2.91 -1.10 -0.06
B -2.04 -0.15 0.31
*
```